[1]
Computed, not measured: a structure of composition C40H40ClOP2Tb at a distorted geometry, with ωB97M-V with the def2-TZVPD basis set.

Structure (XYZ):
```
85
Properties=species:S:1:pos:R:3:forces:R:3
C 0.2528 3.6553 2.2840 0.430 0.047 -0.361
C 2.1580 4.0358 -4.2344 -0.464 -0.373 0.373
H -4.9317 2.4671 0.6648 -0.143 -0.188 0.057
C -4.4428 4.3284 -0.2586 0.356 -0.448 0.274
H 2.2310 -2.4395 1.4996 0.057 -0.360 -0.117
P -0.0654 -2.6583 -0.2842 0.074 -1.548 -0.520
C 1.5754 -2.5326 -2.5426 0.446 -0.570 -0.144
C 1.1236 0.2591 3.3212 -0.507 -1.270 0.492
H -2.7645 -1.9819 0.5470 -0.159 -0.270 0.237
O 0.0306 0.1986 2.2798 -0.801 0.017 1.926
H 1.2285 -5.0723 4.7791 -0.133 0.329 -0.471
H -1.2189 -0.1153 -0.3234 -1.272 -0.134 -2.195
H 4.0055 4.5025 1.9400 -0.246 -0.153 -0.078
C 0.9527 4.2209 3.3521 0.005 -0.124 0.014
C 0.4124 0.4613 4.6659 0.557 1.560 -0.027
H -0.9987 -4.3425 -2.5620 -0.316 -0.260 0.202
H 1.1204 -1.5524 -2.7050 0.023 -0.178 -0.074
H 0.4535 4.3705 4.3034 -0.070 0.033 -0.111
C -0.9337 -0.2067 4.4855 0.253 -1.490 0.074
C -0.3000 -4.7984 3.2582 -0.042 -0.058 0.276
C 2.2864 3.6533 0.9694 -0.776 -0.037 0.012
C 1.1659 2.2815 -2.8398 0.136 1.000 -0.193
P -0.0579 2.6482 -0.3406 -0.122 1.591 -0.483
H 2.8558 3.2740 0.1275 -0.047 0.401 -0.152
C 3.1788 -4.2292 -3.2750 -0.460 0.170 0.225
C 0.9543 -4.5806 3.8368 -0.235 -0.014 -0.509
C 1.8773 -4.5566 -1.2432 -0.416 0.744 -0.124
H 2.0872 6.0057 -3.3863 0.083 -0.123 0.055
H -3.6255 6.0272 -1.2358 -0.105 0.370 -0.182
H -1.6653 0.1209 5.2301 -0.012 0.093 -0.394
C -1.7975 3.3472 -0.3150 0.394 -0.254 -0.393
H 3.9121 -4.6032 -4.0029 -0.359 0.301 0.448
H -2.6351 1.5365 0.4857 -0.105 0.051 0.287
C 1.1963 -3.3324 -1.4561 0.364 -0.033 0.262
H -1.0255 -5.4259 3.7767 0.150 0.176 -0.165
C 1.8459 -3.7331 3.1752 0.322 0.090 0.283
H 2.1209 1.9756 -4.7551 -0.062 -0.196 0.023
C -2.8374 2.5633 0.2004 -0.100 0.502 -0.199
H 2.8222 5.0893 4.0514 -0.277 -0.382 -0.531
H -1.9081 -0.6354 2.5289 0.306 0.246 0.307
C 2.8283 -4.9905 -2.1598 0.132 -0.321 0.117
Cl 3.3463 0.0294 -0.1050 -1.264 0.064 0.189
C 0.2973 -3.4530 1.3250 -0.093 0.345 0.748
C 0.8861 3.4542 1.0330 0.151 -0.625 0.875
H 0.9304 1.2252 -2.6991 -0.051 0.120 -0.149
H -0.7723 3.3238 2.4323 -0.020 0.354 -0.118
H 2.6297 4.3605 -5.1671 -0.159 -0.232 0.424
H -5.4628 4.7025 -0.2387 0.233 -0.008 0.004
C -2.8757 -2.7732 -0.1900 0.266 -0.301 -0.731
H 0.9996 0.0649 5.5081 -0.197 0.028 -0.414
Tb 0.7790 0.0226 0.1708 2.843 -0.009 0.431
H -3.2523 -5.1823 -3.1682 -0.044 -0.115 -0.197
H 2.8676 -2.3719 -4.2738 -0.169 0.036 0.101
C -4.2977 -4.0951 -1.6558 0.502 0.018 0.258
C 2.5612 -2.9905 -3.4363 -0.117 0.240 -0.065
C -4.1440 3.0717 0.2503 0.414 -0.330 -0.035
H 2.8127 -3.5350 3.6443 -0.248 0.034 -0.253
H 1.1379 5.2692 -1.2224 -0.162 0.255 -0.114
H -1.1640 -0.2610 -1.1055 -0.551 0.328 1.511
H -5.0160 -2.7994 -0.1170 -0.057 0.065 0.078
C -1.2948 0.1114 3.0594 -0.419 1.053 -0.913
H -1.2931 5.1376 -1.3785 -0.372 0.250 0.138
C -1.7277 -3.2847 -0.8275 0.127 0.764 -0.340
C -2.0971 4.6020 -0.8801 0.005 -0.822 0.563
H -1.6514 -4.3375 1.6342 0.296 -0.254 0.042
C -3.4132 5.0662 -0.8125 0.700 0.320 -0.441
C -4.1387 -3.1914 -0.6098 -0.025 0.191 0.313
C 2.9423 4.2767 2.0254 0.490 0.030 0.448
C -3.1557 -4.5208 -2.3246 0.074 -0.088 -0.302
H -5.2888 -4.4496 -1.9453 0.363 0.172 0.051
C -0.6452 -4.2228 2.0358 0.347 0.260 -0.320
H 3.3210 -5.9462 -1.9982 -0.098 0.150 0.040
C 1.2487 4.5760 -2.0432 -0.340 -1.012 -0.149
H -1.7992 1.1166 3.0170 0.668 -0.855 -0.340
C 1.8475 4.9567 -3.2410 0.058 0.469 0.316
H 1.6079 -0.7391 3.3222 -0.112 0.622 -0.227
H 1.7992 1.0519 3.0576 0.297 0.349 -0.208
H -0.8413 -1.3134 4.5906 0.051 0.679 0.025
C 0.8176 3.2384 -1.8660 0.396 -0.248 0.129
C 2.2957 4.5829 3.2273 -0.253 0.017 -0.435
C 1.5279 -3.1458 1.9490 -0.481 -0.291 0.103
H 0.3028 1.5710 4.8447 -0.035 -1.090 -0.147
H 1.6716 -5.1218 -0.3393 -0.023 -0.116 -0.222
C -1.8792 -4.0976 -1.9663 0.197 0.383 0.751
C 1.8380 2.6969 -4.0030 -0.044 -0.142 0.064
```
Positions in Å, forces in eV/Å.

Computed properties:
LUMO (spin up / spin down) ... -7.5056 / -6.2133 eV
HOMO-LUMO gap (spin up / spin down) ... 6.399 / 7.694 eV
Multiplicity ... 7
Charge ... +2


[2]
Computed, not measured: a structure of composition C40H40F6NOSSeTeZn, with ωB97M-V with the def2-TZVPD basis set.

Structure (XYZ):
```
92
Properties=species:S:1:pos:R:3:forces:R:3
H -1.2818 4.1055 -3.2850 0.025 -0.015 -0.018
C 3.4147 0.2974 1.6006 -0.008 -0.050 -0.037
C -0.2526 6.0509 0.9252 0.016 0.003 0.003
C 3.9279 -1.1678 -2.4531 0.045 0.001 0.042
C 3.8681 1.1926 -2.6666 0.014 -0.056 0.028
H 3.2169 3.3491 -1.7674 0.024 -0.010 -0.020
H 2.1368 4.2048 0.1268 -0.030 0.006 0.006
H 5.1313 -0.0755 -3.8558 0.003 0.005 -0.005
H 0.9446 4.0489 -2.2085 -0.034 0.014 0.022
C -3.3390 -1.9170 1.1264 -0.050 -0.438 -0.080
H -1.0636 6.6355 -2.2873 -0.014 0.022 -0.006
H 4.2092 2.1063 -3.1399 0.006 0.019 -0.002
H -4.2905 -5.7280 0.8689 0.017 -0.015 -0.003
C 2.4234 2.7016 -1.3827 -0.056 -0.073 0.034
C -0.9258 -7.2454 -1.6125 -0.034 -0.062 -0.079
C -0.4227 -5.8321 0.6598 0.042 -0.081 -0.029
F -1.1748 -7.9459 -2.7445 0.005 0.039 0.087
C -1.0169 -5.8650 -1.5539 -0.017 0.050 -0.056
H -0.5987 8.8324 0.2286 0.007 0.020 -0.002
C -1.2886 4.1048 -0.0504 0.095 -0.058 0.012
H 4.1190 0.3503 0.7818 0.012 0.014 -0.017
C 1.1826 2.9847 -2.2293 0.015 -0.009 -0.015
H 0.3142 2.4426 -1.8449 0.003 0.004 -0.009
C -5.6632 -0.7268 0.5740 0.046 -0.104 0.071
F 0.0100 -7.8877 1.8206 0.007 0.019 -0.056
C -0.6984 4.7433 1.0560 0.034 0.023 -0.019
O -4.1857 0.1536 2.5549 0.018 -0.080 -0.138
H 0.0386 8.5456 -1.3905 0.011 0.001 -0.009
H -3.4055 -2.0541 -1.0830 -0.020 0.035 0.013
H -6.0236 -1.5229 1.2258 -0.049 0.013 -0.013
H 1.2875 2.7025 0.4739 0.009 0.003 0.016
H -1.5171 3.8162 2.8170 0.000 -0.034 0.008
C -0.3200 -7.2138 0.6951 -0.020 -0.072 0.029
C -4.0006 -4.6865 0.9107 -0.090 0.038 0.074
H -4.2604 -4.5780 3.0799 -0.009 0.000 0.012
C -3.7364 -2.7012 2.2963 0.032 -0.034 -0.008
H 2.9393 -2.3410 1.1509 -0.017 -0.026 -0.016
H -5.6217 -1.0550 -0.4632 -0.010 0.007 -0.008
H 0.0040 3.1208 2.3002 -0.001 -0.017 -0.002
H 1.3426 2.6792 -3.2652 0.007 0.008 -0.011
H 3.3823 0.2518 5.0039 0.000 0.000 0.008
C 1.6540 0.1247 3.7299 -0.053 -0.007 -0.014
C 4.3864 -0.0223 -3.0717 -0.074 0.024 0.065
H -3.7451 -4.5236 -1.1811 0.057 -0.006 -0.007
C 3.8811 0.3194 2.9052 -0.041 -0.005 0.005
C -0.7640 -5.1018 -0.4478 -0.090 -0.213 0.028
C 1.2242 0.1062 2.4281 0.010 0.010 0.165
N 1.4990 0.1672 0.0387 -0.252 0.013 0.000
C 3.0152 0.2376 3.9876 -0.026 -0.014 -0.059
H -0.0089 4.7062 3.0864 0.008 -0.002 -0.002
H 0.2023 6.5366 1.7826 0.005 0.013 0.011
C 2.2104 3.1162 0.0716 -0.035 0.011 -0.048
F -0.1324 -0.0235 2.1977 0.062 -0.007 0.189
C -0.5436 4.0602 2.3893 0.014 0.063 -0.025
F -0.4719 -9.2760 -0.4713 -0.020 0.116 0.005
H 4.9479 0.3993 3.0754 0.006 0.006 -0.007
C 2.9732 -1.1281 -1.4370 0.113 -0.198 -0.084
H -2.4806 3.2351 -2.3270 0.001 -0.014 -0.012
C 2.9144 1.2850 -1.6524 0.096 0.127 0.007
C -0.5727 -7.9296 -0.4630 0.031 -0.041 0.019
H -3.8166 -2.1654 3.2321 0.038 0.010 0.024
C 2.0412 0.1872 1.2993 0.113 0.184 -0.079
F -0.1544 -5.2078 1.8530 -0.001 0.055 0.019
C -3.9986 -4.0124 2.1954 -0.035 0.008 -0.103
H 3.0341 2.7923 0.7067 0.018 0.017 0.017
S -4.0166 -0.2448 1.1332 0.054 0.003 0.151
C -2.0399 4.2110 -2.5062 0.017 0.031 0.068
C 0.0612 8.1915 -0.3602 0.009 -0.029 0.010
C 1.3101 -2.8847 -1.8896 0.098 -0.038 0.105
C -0.9599 6.1092 -1.3431 -0.004 -0.012 -0.005
H 1.2221 -2.2118 0.7830 0.045 -0.018 0.029
H -2.8154 4.8765 -2.8905 -0.002 0.005 -0.007
H 1.6276 -2.9284 -2.9328 -0.002 0.055 -0.025
H 0.8900 -3.8462 -1.5995 -0.003 0.048 -0.022
Se -1.4384 -2.3278 0.5027 -0.025 0.717 0.210
Zn -0.4884 0.2716 -0.0100 0.269 0.066 0.083
C -1.4255 4.7949 -1.2585 -0.010 0.055 0.024
H 3.3024 -3.1842 -1.1977 0.016 -0.003 -0.032
C -0.3793 6.7551 -0.2677 -0.022 0.009 0.011
C 2.4827 -2.4934 -0.9788 -0.152 0.069 -0.089
Te -2.2002 2.2024 0.2422 -0.092 -0.179 -0.343
F -1.4121 -5.2574 -2.7295 0.013 -0.011 0.007
C 2.4527 0.1106 -1.0273 -0.087 0.134 -0.083
H 0.5064 -2.1464 -1.8120 -0.006 0.000 -0.018
H 2.0089 -3.7711 0.6750 -0.010 -0.033 0.004
H 0.9181 0.0409 4.5183 0.000 0.009 0.027
C 2.1475 -2.7048 0.4946 0.000 -0.134 -0.014
C -3.6959 -4.0352 -0.2182 0.099 0.017 -0.045
H 1.0730 8.3229 0.0262 0.010 -0.002 -0.005
H -6.2865 0.1593 0.6687 -0.005 0.029 -0.012
H 4.3080 -2.1343 -2.7640 0.003 -0.023 0.007
C -3.2526 -2.6349 -0.1804 -0.193 -0.027 0.042
```
Positions in Å, forces in eV/Å.

Computed properties:
LUMO ... 2.0386 eV
HOMO-LUMO gap ... 6.899 eV
Charge ... -1